Record 1
45
Properties=species:S:1:pos:R:3:forces:R:3 method="wB97M-V/def2-TZVPD" e_above_lowest_kcal_mol=10.67 spin_multiplicity=5 charge=-2 s_squared=6.017
Cr -0.559 0.017 1.293 -0.4 -0.2 0.4
N -0.044 -2.154 1.673 0.2 0.2 -0.5
C 0.587 -2.332 2.985 0.1 -0.3 0.2
C 0.954 -1.020 3.679 0.0 0.0 0.0
O 1.534 -1.079 4.778 0.0 0.0 0.0
N 0.545 0.042 3.016 -0.2 0.1 -0.3
C 0.608 1.352 3.610 0.1 0.2 0.2
C -0.612 2.167 3.158 -0.2 0.0 -0.2
O -0.973 3.146 3.802 0.1 0.1 0.1
O -1.189 1.751 2.072 0.3 0.1 0.0
H -0.563 -2.979 1.397 -0.1 0.1 0.1
H 0.667 -2.020 0.933 0.1 -0.1 0.0
H 1.487 -2.957 2.939 -0.1 0.1 0.0
H -0.118 -2.833 3.656 0.0 0.0 0.0
H 1.498 1.899 3.266 0.0 0.0 0.0
H 0.659 1.330 4.703 -0.1 -0.1 -0.1
F 2.060 0.106 -2.700 0.0 0.0 0.0
C 2.840 -0.921 -2.359 0.1 0.0 -0.1
F 3.220 -1.522 -3.517 0.0 0.0 0.0
F 3.957 -0.410 -1.815 0.1 0.1 0.0
C 2.128 -1.873 -1.348 -0.1 0.2 0.2
O 1.527 -1.174 -0.409 0.0 -0.2 0.0
C 3.216 -2.824 -0.738 0.0 -0.1 0.0
F 4.087 -3.333 -1.643 0.0 0.0 0.0
F 2.625 -3.883 -0.138 0.1 0.1 0.0
F 3.944 -2.206 0.191 0.0 0.0 0.0
C 1.119 -2.760 -2.161 -0.1 0.0 -0.1
F 1.688 -3.776 -2.852 0.1 -0.1 0.0
F 0.207 -3.314 -1.355 0.0 0.0 0.1
F 0.444 -2.025 -3.059 0.0 0.0 0.0
C -1.867 -0.052 -0.533 0.1 0.0 -0.1
C -2.213 1.255 -1.047 0.3 -0.3 0.2
C -3.392 1.935 -0.678 -0.1 0.2 0.0
C -3.696 3.186 -1.167 0.0 -0.2 0.1
C -2.827 3.829 -2.053 -0.2 0.6 -0.2
C -1.639 3.190 -2.419 0.2 -0.2 0.0
C -1.341 1.940 -1.925 -0.1 0.2 -0.1
C -3.164 5.123 -2.586 0.2 -0.4 0.1
N -3.435 6.156 -3.026 0.0 0.0 0.0
H -1.189 -0.593 -1.203 -0.1 0.0 0.1
H -2.739 -0.663 -0.280 0.0 0.1 0.0
H -4.065 1.461 0.026 0.0 0.0 0.0
H -4.610 3.678 -0.856 0.0 0.0 0.0
H -0.951 3.682 -3.097 0.0 0.0 0.0
H -0.415 1.456 -2.211 0.0 0.0 0.0

---

Record 2
35
Properties=species:S:1:pos:R:3:forces:R:3 method="wB97M-V/def2-TZVPD" e_above_lowest_kcal_mol=0.00 charge=+1
N 2.327 -5.404 0.299 0.1 0.2 -0.2
C 1.031 -5.023 0.245 -0.2 -0.1 0.1
N -0.023 -5.779 -0.090 0.1 0.0 -0.3
C -1.077 -4.981 -0.014 0.2 0.1 0.0
I -3.007 -5.492 -0.422 -0.1 0.0 0.0
N -0.719 -3.755 0.388 -0.2 -0.1 0.0
N 0.620 -3.779 0.531 0.3 0.2 0.3
H 2.760 -5.784 -0.524 -0.1 -0.4 0.1
H 2.865 -5.355 1.145 0.0 0.2 0.0
H -1.274 -2.923 0.544 0.1 0.1 0.0
H 1.161 -2.965 0.804 -0.2 0.1 -0.1
C 0.397 0.427 -3.401 0.0 0.0 0.0
C 0.185 1.735 -3.822 0.0 0.0 0.0
C -0.055 2.734 -2.894 0.0 0.0 -0.1
C -0.094 2.430 -1.540 0.0 0.0 0.0
C 0.100 1.114 -1.114 0.0 0.0 0.0
C 0.354 0.119 -2.052 0.0 0.0 -0.1
C 0.026 0.760 0.328 0.0 0.1 0.0
O 0.201 -0.391 0.704 0.0 -0.4 0.0
C -0.273 1.840 1.300 0.0 0.0 0.0
C -0.393 1.525 2.650 0.0 0.0 0.1
C -0.661 2.521 3.573 0.0 0.0 0.0
C -0.804 3.839 3.154 0.0 0.0 0.0
C -0.689 4.160 1.811 0.0 0.0 0.1
C -0.431 3.163 0.880 0.0 0.0 0.0
C -0.338 3.531 -0.562 0.0 0.0 0.0
O -0.457 4.677 -0.929 0.0 0.0 0.0
H 0.594 -0.350 -4.128 0.0 0.0 0.0
H 0.211 1.974 -4.877 0.0 0.0 0.0
H -0.215 3.757 -3.206 0.0 0.0 0.0
H 0.516 -0.895 -1.715 0.0 0.0 0.0
H -0.275 0.498 2.966 0.0 0.0 0.0
H -0.757 2.274 4.621 0.0 0.0 0.0
H -1.007 4.617 3.877 0.0 0.0 0.0
H -0.801 5.180 1.470 0.0 0.0 0.0

---

Record 3
40
Properties=species:S:1:pos:R:3:forces:R:3 method="wB97M-V/def2-TZVPD" charge=0
N 3.337 7.532 1.426 -1.6 0.4 0.4
S 2.654 6.073 1.114 3.5 0.2 -3.1
O 2.282 6.153 -0.302 -1.2 -0.5 2.4
O 3.794 5.182 1.363 -2.6 -0.3 1.0
O 1.387 6.034 2.157 2.2 0.5 -0.9
C 0.720 4.836 2.131 -1.6 -2.4 0.1
C -0.680 4.890 2.021 0.1 -0.9 0.4
C -1.457 3.699 2.004 2.4 0.3 -0.1
C -0.793 2.458 2.027 0.6 0.6 0.4
N -1.525 1.264 1.961 1.2 0.0 -0.7
C -1.198 0.156 1.208 -0.9 0.4 0.5
N -2.166 -0.660 1.067 -0.3 -1.3 -0.7
C -1.831 -1.760 0.268 -1.9 -1.0 0.5
O -2.642 -2.640 0.073 0.5 0.0 -0.3
C -0.437 -1.758 -0.235 1.5 -1.1 -1.9
C 0.296 -2.610 -1.069 -1.3 2.2 2.7
C -0.172 -3.836 -1.670 0.5 -0.9 -0.6
C -1.379 -3.893 -2.353 -0.4 0.0 0.3
C -1.802 -5.080 -2.956 -1.2 1.0 -0.7
C -0.986 -6.184 -2.994 1.3 0.9 2.1
N -1.432 -7.388 -3.620 0.2 -2.8 -1.1
O -2.421 -7.335 -4.367 1.5 -0.2 1.3
O -0.754 -8.433 -3.403 -1.7 2.3 -0.5
C 0.226 -6.155 -2.247 0.2 0.5 0.0
C 0.672 -4.979 -1.624 -1.4 -0.2 -0.9
S 0.290 -0.318 0.393 1.3 1.5 0.5
C 0.591 2.414 2.224 0.8 0.3 -0.1
C 1.357 3.583 2.283 -0.5 0.3 0.2
H 3.401 7.930 0.505 0.1 0.6 -0.2
H 4.240 7.348 1.805 0.6 0.0 0.4
H -1.127 5.879 2.049 -0.2 -0.2 -0.2
H -2.513 3.691 1.956 -0.9 0.3 -0.1
H -2.522 1.344 2.086 -0.1 -0.2 0.0
H 1.357 -2.373 -1.148 -0.1 -0.1 -0.1
H -2.026 -3.000 -2.348 0.4 -0.7 -0.1
H -2.809 -5.078 -3.415 0.9 -0.3 0.2
H 0.850 -7.028 -2.130 -0.2 -0.2 -0.4
H 1.636 -4.937 -1.123 -0.3 -0.1 0.0
H 1.166 1.477 2.350 -0.8 0.5 -0.1
H 2.419 3.496 2.534 -0.4 0.2 -0.4

---

Record 4
42
Properties=species:S:1:pos:R:3:forces:R:3 method="wB97M-V/def2-TZVPD" e_above_lowest_kcal_mol=5.42 spin_multiplicity=2 charge=+1 s_squared=0.779
Au 0.296 0.071 -0.658 -0.3 0.1 0.1
N 1.797 0.582 1.356 0.1 -0.1 0.2
C 2.703 -0.107 1.548 -0.2 0.3 0.0
C 3.827 -0.925 1.781 -0.1 0.0 -0.1
C 5.069 -0.505 1.285 0.1 0.0 0.0
N 6.073 -0.116 0.873 0.1 0.0 0.0
C 3.649 -2.122 2.488 0.1 -0.1 0.0
N 3.482 -3.088 3.093 0.0 -0.1 0.1
N -1.757 0.234 1.829 0.0 0.2 0.1
C -2.188 -0.770 1.015 -0.2 -0.1 0.0
C -3.279 -1.576 1.392 0.2 0.1 -0.2
C -3.687 -2.577 0.549 0.1 0.0 -0.1
C -3.015 -2.783 -0.662 0.0 0.1 0.0
C -1.967 -1.958 -0.970 -0.1 0.0 -0.1
N -1.571 -0.947 -0.162 0.1 -0.2 0.3
H -2.099 0.229 2.775 0.0 0.0 0.0
H -0.812 0.570 1.718 0.0 0.0 0.0
H -3.765 -1.407 2.341 0.0 0.0 0.0
H -4.516 -3.212 0.831 0.0 0.0 0.0
H -3.299 -3.574 -1.338 0.0 0.0 0.0
H -1.394 -2.071 -1.880 0.0 -0.1 0.0
C 0.511 1.687 -2.071 0.0 0.2 0.1
C -0.247 2.457 -1.160 0.2 -0.2 -0.3
C -1.671 2.473 -1.250 -0.1 0.1 0.1
C -2.406 3.167 -0.322 0.1 -0.1 -0.1
C -1.742 3.853 0.697 0.0 0.0 0.1
C -0.351 3.854 0.813 0.1 -0.1 -0.1
C 0.402 3.165 -0.109 -0.1 0.1 0.1
H 1.594 1.766 -2.100 0.0 0.1 0.0
H 0.044 1.260 -2.952 -0.1 0.0 -0.1
H -2.147 1.936 -2.060 0.0 0.0 0.0
H -3.484 3.191 -0.375 0.0 0.0 0.0
H -2.327 4.407 1.420 0.0 0.0 0.0
H 0.121 4.403 1.615 0.0 0.0 0.0
H 1.482 3.150 -0.060 0.0 0.0 0.0
F 0.884 -1.692 -2.393 0.1 -0.2 0.0
As 2.427 -2.180 -1.643 0.0 -0.1 0.0
F 2.560 -0.391 -1.297 0.0 -0.1 0.1
F 3.235 -1.931 -3.119 -0.1 0.1 0.1
F 3.892 -2.433 -0.787 -0.1 0.1 0.0
F 2.127 -3.825 -1.944 0.0 0.1 0.0
F 1.545 -2.266 -0.107 0.2 0.1 -0.3

---

Let's list electronic energy in order: -82330.976, -34936.625, -56697.894, -105081.839 eV.
Let's list M in order: 533.3, 419.2, 420.4, 661.2 g mol⁻¹.